{
  "formula": "C13H23F3N2O3",
  "method": "wB97M-V/def2-TZVPD",
  "species": ["F", "F", "F", "O", "O", "O", "N", "N", "C", "C", "C", "C", "C", "C", "C", "C", "C", "C", "C", "C", "C", "H", "H", "H", "H", "H", "H", "H", "H", "H", "H", "H", "H", "H", "H", "H", "H", "H", "H", "H", "H", "H", "H", "H"],
  "positions_angstrom": [[4.0159, 1.7776, 1.5747], [2.7866, 3.2122, 2.5260], [2.5229, 2.6738, 0.4079], [0.5928, -1.4072, 2.3518], [-1.6964, 2.8634, 1.8033], [2.0296, -0.2078, 1.1624], [0.1289, -0.9602, -0.9802], [-1.6052, 1.2456, -0.8409], [-1.9945, -1.9270, -1.6888], [1.3335, -1.2991, 1.3989], [-1.8890, -0.0113, 0.0069], [-0.8805, 1.2109, -2.0992], [-1.2229, -1.2473, -0.4527], [2.7736, 2.1409, 1.6011], [1.5694, -2.4633, 0.5221], [0.2422, 0.2036, -1.8972], [-2.3867, 2.4156, -0.5092], [-2.8030, 2.5566, 0.9640], [2.9613, -3.0392, 0.6620], [1.7875, 0.9990, 1.9661], [1.3276, -1.9399, -0.9129], [-1.8618, 3.3553, -0.6456], [-1.1915, 2.0042, 2.0071], [3.6858, -2.2130, 0.4969], [0.3203, -0.2565, -2.9549], [3.0650, -3.8257, -0.2019], [2.9841, -3.4333, 1.6792], [1.1825, 0.6288, -1.6534], [0.7171, 1.2703, 1.8193], [-3.0707, -2.0042, -1.5412], [-1.5118, 0.8754, -2.9541], [1.9712, 0.8092, 3.0870], [2.1725, -1.4096, -1.4678], [0.7448, -3.1883, 0.7862], [1.1042, -2.8237, -1.6208], [-0.4479, 2.1124, -2.4059], [-3.2526, 2.4786, -1.0918], [-3.2396, 1.5571, 1.3744], [-2.9260, -0.2560, -0.0937], [-2.0341, -1.2563, -2.6038], [-3.3978, 3.3857, 1.0142], [-1.6257, 0.2050, 1.0489], [-1.3609, -1.9593, 0.2777], [-1.6207, -2.8532, -1.9221]],
  "forces_ev_per_angstrom": [[1.6, -1.4, 0.1], [-1.1, -1.7, -1.0], [-0.6, 0.2, -0.3], [-0.2, 0.6, 0.1], [1.5, -1.8, 0.6], [1.5, 2.4, -0.3], [0.8, -0.1, 2.0], [0.2, -0.2, 1.6], [-1.6, 3.9, 0.1], [-1.1, -0.4, 2.4], [0.4, 2.5, -1.5], [-1.5, -3.1, 1.7], [0.6, 0.0, -5.4], [-0.7, 1.5, 0.4], [-0.8, 0.5, -2.0], [0.4, -3.1, -2.6], [0.8, -0.3, 1.5], [1.8, -4.2, 0.2], [-0.2, -0.6, -1.5], [-0.3, -0.8, 1.7], [-2.2, 0.5, -2.6], [0.7, 0.0, -0.5], [-1.3, 2.0, -0.6], [-0.2, -0.7, 0.2], [0.5, 0.6, 1.1], [0.2, 1.2, 2.0], [0.8, -0.4, -0.3], [0.8, 0.9, 0.1], [1.0, 0.2, 0.1], [-0.2, -0.4, 0.6], [0.1, 0.1, 0.3], [-0.4, 0.0, -1.7], [-0.8, -0.5, 1.4], [1.1, 0.6, -0.3], [0.3, 0.9, 1.0], [0.5, 1.7, 0.1], [-1.8, 0.1, -1.1], [-0.1, 2.0, -0.8], [-1.0, 0.2, 0.5], [0.8, -0.7, 0.9], [-2.1, 1.8, 0.4], [0.0, -0.1, -0.1], [0.8, -1.5, 2.1], [1.1, -2.2, -0.6]],
  "mulliken_charge": [-0.254, -0.303, -0.230, -0.663, -0.575, -0.279, 0.724, 0.472, -1.552, 0.270, -0.966, -0.937, -0.219, 0.916, 0.936, -1.022, -0.811, -0.573, -1.415, 0.243, -1.349, 0.355, 0.261, 0.292, 0.187, 0.324, 0.421, 0.647, -0.460, 0.474, 0.345, 0.339, 0.335, 0.329, 0.296, 0.409, 0.425, 0.205, 0.434, 0.223, 0.500, 0.501, 0.310, 0.435],
  "relative_energy_ev": 2.6612,
  "smiles": "C[C@H](CN1CCN(CCO)C[C@H]1C)C(=O)OCC(F)(F)F",
  "gap_ev": 8.57,
  "total_charge": 0,
  "lumo_ev": 0.75
}